Model A:
{
  "formula": "C2H4N4",
  "method": "ωB97M-V with the def2-TZVPD basis set",
  "elements": ["H", "N", "N", "C", "C", "N", "N", "H", "H", "H"],
  "xyz": [[3.559, -0.186, -0.129], [2.683, 0.301, 0.095], [1.730, -0.530, -0.056], [0.476, -0.190, 0.041], [-0.506, 0.954, 0.029], [-1.509, 0.031, 0.119], [-0.642, -1.068, -0.029], [-0.560, 1.997, -0.191], [-2.412, 0.043, -0.335], [-0.747, -1.826, 0.640]],
  "mulliken_charge": [0.24, -0.64, -0.10, 0.32, -0.24, -0.12, -0.33, 0.36, 0.25, 0.25],
  "gap_ev": [8.00, 8.00]
}

***

Model B:
{
  "formula": "C2H4N4",
  "method": "ωB97M-V with the def2-TZVPD basis set",
  "elements": ["N", "C", "N", "C", "N", "N", "H", "H", "H", "H"],
  "xyz": [[-1.749, -0.225, -0.271], [-0.410, -0.013, -0.065], [0.352, -1.084, 0.016], [1.589, -0.557, 0.090], [1.662, 0.755, 0.080], [0.339, 1.105, -0.021], [-2.454, 0.337, 0.175], [-1.829, -1.209, -0.055], [2.442, -1.211, 0.149], [0.086, 2.082, -0.093]],
  "mulliken_charge": [-0.47, 0.42, -0.58, -0.06, -0.67, 0.19, 0.26, 0.29, 0.41, 0.21],
  "gap_ev": 9.71
}

***

Model C:
{
  "formula": "C2H4N4",
  "method": "ωB97M-V with the def2-TZVPD basis set",
  "elements": ["N", "C", "N", "H", "H", "N", "C", "N", "H", "H"],
  "xyz": [[1.193, 0.610, 1.248], [1.957, 0.277, 0.367], [2.992, 0.287, -0.273], [0.385, 0.113, 1.585], [3.845, -0.178, -0.026], [-1.381, -0.695, 1.136], [-1.772, -0.376, 0.103], [-2.281, -0.091, -1.088], [-2.945, 0.667, -1.152], [-1.993, -0.614, -1.901]],
  "mulliken_charge": [-0.43, 0.34, -0.52, 0.38, 0.26, -0.49, 0.44, -0.42, 0.22, 0.22],
  "gap_ev": 9.88
}

***

Model D:
{
  "formula": "C2H4N4",
  "method": "ωB97M-V with the def2-TZVPD basis set",
  "elements": ["C", "N", "C", "N", "N", "N", "H", "H", "H", "H"],
  "xyz": [[-1.497, -0.378, 0.054], [0.427, 0.189, -0.021], [0.788, 1.180, 0.481], [2.925, -0.289, -0.402], [2.468, -1.256, -0.672], [-0.119, -0.870, -0.352], [-1.544, -0.015, 1.102], [-2.113, -1.236, -0.110], [-1.802, 0.484, -0.574], [0.467, 2.192, 0.495]],
  "mulliken_charge": [-0.77, 0.36, 0.03, 0.03, -0.06, -0.73, 0.29, 0.28, 0.27, 0.31],
  "gap_ev": [9.43, 9.43]
}

***

Quick one: most stable of them? model B

***

Model A:
{
  "formula": "C4H12Si2",
  "method": "ωB97M-V with the def2-TZVPD basis set",
  "elements": ["C", "C", "C", "Si", "C", "Si", "H", "H", "H", "H", "H", "H", "H", "H", "H", "H", "H", "H"],
  "xyz": [[-1.342, 1.970, -0.613], [-1.615, 0.791, 0.487], [-0.065, -0.149, 0.238], [0.936, -0.197, 1.782], [0.184, -0.665, -0.985], [1.501, -2.017, -1.235], [-1.057, 1.511, -1.510], [-2.177, 2.699, -0.690], [-0.526, 2.619, -0.102], [-2.393, 0.115, 0.195], [-1.606, 1.248, 1.534], [0.989, 1.221, 2.233], [2.196, -0.855, 1.806], [0.124, -0.988, 2.834], [-0.509, -0.435, -1.747], [2.663, -1.399, -0.573], [1.667, -2.070, -2.766], [1.031, -3.399, -0.890]],
  "mulliken_charge": [-0.83, -0.70, 0.15, 0.41, -0.50, 0.32, 0.33, 0.30, 0.21, 0.35, 0.33, -0.11, -0.21, -0.09, 0.34, -0.10, -0.12, -0.08],
  "gap_ev": 10.19
}

***

Model B:
{
  "formula": "C4H12Si2",
  "method": "ωB97M-V with the def2-TZVPD basis set",
  "elements": ["C", "C", "Si", "H", "H", "H", "H", "H", "H", "C", "C", "Si", "H", "H", "H", "H", "H", "H"],
  "xyz": [[1.990, 1.095, -0.483], [0.832, 0.792, -1.052], [-0.062, 1.275, -2.711], [2.185, 0.812, 0.507], [2.682, 1.739, -0.988], [0.261, -0.071, -0.547], [0.540, 1.255, -4.105], [-0.288, 2.573, -2.369], [-1.328, 0.615, -2.771], [-0.831, 0.280, 2.265], [-1.362, -0.709, 1.559], [-0.464, -2.321, 1.277], [-0.007, 0.131, 3.028], [-1.171, 1.313, 2.302], [-2.281, -0.633, 0.843], [-0.534, -3.238, 2.471], [0.988, -2.370, 0.825], [-1.149, -2.538, -0.052]],
  "mulliken_charge": [-0.56, 0.04, 0.39, 0.29, 0.25, -0.06, -0.11, -0.14, -0.12, -0.52, -0.24, 0.34, 0.19, 0.25, 0.28, -0.13, -0.06, -0.09],
  "gap_ev": 10.69
}

***

Quick one: most stable of them? model A

***

Model A:
{
  "formula": "C3H11NS2",
  "method": "ωB97M-V with the def2-TZVPD basis set",
  "elements": ["C", "C", "N", "H", "H", "H", "H", "H", "H", "H", "C", "S", "S", "H", "H", "H", "H"],
  "xyz": [[-0.229, -1.867, -0.638], [0.378, -0.944, -1.701], [1.456, -1.664, -2.387], [-0.958, -2.531, -1.096], [-0.660, -1.368, 0.231], [0.578, -2.476, -0.229], [0.754, -0.045, -1.206], [-0.361, -0.782, -2.485], [2.330, -1.522, -1.887], [1.616, -1.192, -3.273], [-0.164, 2.161, 2.765], [-1.772, 1.325, 2.697], [-2.317, 1.837, 0.753], [0.562, 1.649, 2.127], [-0.337, 3.153, 2.356], [0.238, 2.221, 3.770], [-1.113, 2.045, 0.203]],
  "mulliken_charge": [-0.92, -0.21, -0.64, 0.28, 0.25, 0.29, 0.25, 0.27, 0.22, 0.23, -0.85, -0.02, -0.18, 0.28, 0.33, 0.31, 0.12],
  "gap_ev": 8.82
}

***

Model B:
{
  "formula": "C3H11NS2",
  "method": "ωB97M-V with the def2-TZVPD basis set",
  "elements": ["C", "N", "C", "H", "H", "H", "H", "H", "H", "H", "C", "S", "S", "H", "H", "H", "H"],
  "xyz": [[0.915, 1.046, -0.974], [-0.459, 0.596, -0.937], [-1.463, 1.635, -0.820], [1.099, 1.943, -1.591], [1.555, 0.339, -1.500], [1.222, 1.437, 0.069], [-0.550, -0.258, -1.461], [-2.133, 1.490, 0.039], [-0.931, 2.595, -0.907], [-2.163, 1.622, -1.701], [0.176, -0.999, 1.635], [1.584, -1.661, 0.674], [0.610, -3.434, 0.196], [-0.818, -0.864, 1.201], [0.129, -1.536, 2.621], [0.510, -0.038, 2.019], [0.719, -3.912, 1.437]],
  "mulliken_charge": [-1.05, -0.07, -0.91, 0.38, 0.36, 0.25, 0.23, 0.25, 0.31, 0.28, -0.91, -0.05, -0.22, 0.34, 0.41, 0.27, 0.15],
  "gap_ev": 8.89
}

***

Quick one: most stable of them? model A

***

Model A:
{
  "formula": "C4H10N2S",
  "method": "ωB97M-V with the def2-TZVPD basis set",
  "elements": ["N", "C", "C", "N", "C", "C", "S", "H", "H", "H", "H", "H", "H", "H", "H", "H", "H"],
  "xyz": [[-1.601, -0.980, -0.476], [-0.256, -0.656, -0.781], [0.106, 0.792, -1.333], [1.189, 0.881, -0.338], [0.856, -0.451, 0.275], [0.366, -0.373, 1.714], [-0.979, 0.867, 1.994], [-2.007, -0.303, 0.191], [-2.172, -0.999, -1.311], [0.084, -1.349, -1.574], [0.497, 0.870, -2.351], [-0.698, 1.541, -1.215], [2.108, 0.972, -0.737], [1.673, -1.229, 0.159], [-0.018, -1.258, 2.133], [1.248, -0.127, 2.399], [-0.394, 1.804, 1.251]],
  "mulliken_charge": [-0.59, -0.11, -0.59, -0.50, 0.06, -0.83, -0.31, 0.21, 0.26, 0.35, 0.30, 0.23, 0.30, 0.35, 0.40, 0.34, 0.14],
  "gap_ev": 9.47
}

***

Model B:
{
  "formula": "C4H10N2S",
  "method": "ωB97M-V with the def2-TZVPD basis set",
  "elements": ["H", "N", "C", "C", "S", "N", "C", "C", "H", "H", "H", "H", "H", "H", "H", "H", "H"],
  "xyz": [[-1.716, -0.258, 0.576], [-1.410, 0.456, 0.014], [-0.185, 0.105, -0.325], [0.391, -1.104, 0.370], [-0.905, -1.716, 1.627], [0.563, 0.765, -1.340], [1.982, 0.958, -0.863], [0.155, 2.140, -1.454], [1.503, -0.939, 0.672], [0.377, -2.013, -0.334], [-0.460, -0.984, 2.792], [2.639, 1.271, -1.719], [2.277, -0.132, -0.437], [2.082, 1.675, 0.045], [0.225, 2.922, -0.575], [0.348, 2.453, -2.593], [-0.930, 2.317, -1.555]],
  "mulliken_charge": [0.27, -0.65, 0.46, -0.45, -0.36, -0.08, -0.74, -0.98, 0.31, 0.27, 0.18, 0.31, 0.18, 0.30, 0.28, 0.32, 0.39],
  "gap_ev": 9.90
}

***

Model C:
{
  "formula": "C4H10N2S",
  "method": "ωB97M-V with the def2-TZVPD basis set",
  "elements": ["C", "C", "C", "S", "C", "N", "N", "H", "H", "H", "H", "H", "H", "H", "H", "H", "H"],
  "xyz": [[-2.046, -0.328, -0.073], [-1.287, 1.018, -0.161], [-1.977, 1.858, -1.163], [0.520, 0.738, -0.642], [1.156, -0.276, 0.666], [1.712, -1.413, 0.430], [1.927, -2.343, 1.423], [-3.149, -0.177, -0.123], [-1.800, -0.994, -0.896], [-1.838, -0.828, 0.891], [-1.313, 1.593, 0.780], [-1.443, 2.784, -1.336], [-2.998, 2.060, -0.771], [-2.122, 1.301, -2.132], [1.031, 0.032, 1.735], [2.067, -1.962, 2.352], [2.698, -2.955, 1.181]],
  "mulliken_charge": [-1.31, 0.41, -1.49, -0.20, -0.13, -0.16, -0.46, 0.40, 0.35, 0.35, 0.30, 0.40, 0.38, 0.32, 0.35, 0.23, 0.25],
  "gap_ev": 9.43
}

***

Quick one: most stable of them? model A